The following is a DFT calculation (wB97M-V/def2-TZVPD) of 2 unconnected molecules or ions with the total composition C8H21NO7PS.

Calculated values
Charge: +1
Kohn-Sham gap, eV: 6.94
Energy above the lowest of the compared OMol25 structures with the same formula, charge and spin, kJ/mol: 566.5

Geometry (Å):
1 C -3.048 4.165 4.703
2 C -2.461 3.758 6.194
3 S -1.910 1.946 6.047
4 C -0.330 2.056 4.999
5 O 0.060 0.779 4.380
6 C -0.029 0.826 2.906
7 O -0.624 -0.251 2.321
8 O 0.532 1.928 2.078
9 P 0.906 1.390 0.464
10 O 1.869 0.108 0.599
11 O -0.561 1.053 -0.428
12 O 1.854 2.644 -0.364
13 H -2.115 4.596 4.098
14 H -3.400 3.209 4.083
15 H -3.885 4.981 4.757
16 H -3.210 3.948 7.074
17 H -1.474 4.398 6.361
18 H 0.538 2.340 5.763
19 H -0.498 2.941 4.252
20 H -0.365 0.634 -1.316
21 H 1.234 3.328 -0.767
22 C 1.472 -4.339 -3.951
23 C 0.752 -3.268 -4.763
24 C 1.274 -1.847 -4.489
25 O 0.794 -1.385 -3.222
26 C 1.702 -1.592 -2.144
27 N -0.694 -3.292 -4.386
28 H 1.196 -4.318 -2.894
29 H 1.212 -5.334 -4.325
30 H 2.557 -4.229 -4.029
31 H 0.817 -3.505 -5.830
32 H 0.842 -1.174 -5.241
33 H 2.361 -1.774 -4.580
34 H 2.746 -1.631 -2.469
35 H 1.441 -2.518 -1.622
36 H 1.589 -0.768 -1.433
37 H -1.090 -4.236 -4.322
38 H -1.264 -2.739 -5.038
39 H -0.793 -2.827 -3.464